Entry from the OMol25 dataset: a 2-piece molecular cluster, C35H48ClFN6O2S2 overall (wB97M-V/def2-TZVPD).

CARTESIAN COORDINATES (ANGSTROEM)
Cl -1.26 2.65 2.41
S 3.88 -3.23 3.48
S 1.35 -1.70 3.14
F 3.13 2.00 -3.11
O -1.16 -2.63 -2.53
O 1.08 2.38 -3.96
N 0.51 2.31 -0.92
N -1.24 6.55 0.05
N -1.76 -3.58 -3.27
N 3.61 -0.78 4.71
N -0.83 3.14 0.83
N -0.91 0.69 0.01
C 1.14 3.63 -1.10
C 1.43 -2.16 1.34
C -3.67 2.18 -1.83
C -0.81 -2.28 -5.21
C -4.12 -3.09 -2.51
C 0.16 -1.62 0.51
C 1.68 0.08 6.20
C 1.42 2.54 4.68
C -2.94 -4.08 -2.49
C 2.44 1.55 4.23
C -3.38 -5.45 -3.06
C 1.73 1.92 -3.06
C 0.98 1.21 -1.83
C 5.51 0.92 4.96
C -3.08 1.33 -1.16
C -2.04 -2.99 -4.61
C -4.46 -2.57 -3.91
C -1.74 5.45 0.96
C 0.50 2.34 5.85
C -0.23 -0.17 1.03
C -3.23 -2.01 -4.60
C 3.06 -1.82 3.85
C 2.60 0.25 5.03
C 5.26 -0.28 2.70
C 7.13 1.52 3.04
C -2.34 -4.12 -5.63
C 6.66 1.72 4.45
C -1.84 4.04 0.19
C -2.38 0.60 0.06
C 6.42 0.52 2.18
C -0.41 2.04 -0.01
C -2.60 -4.38 -1.01
C 4.76 -0.09 4.10
C 2.16 4.11 -0.30
C 0.63 1.07 6.63
H -2.65 -0.50 -0.08
H -1.06 7.34 0.71
H -4.91 -3.37 -4.51
H -3.89 -2.22 -1.88
H -0.30 6.24 -0.23
H -3.30 -4.61 -5.48
H -0.54 -1.37 -4.66
H 2.59 3.46 0.53
H -0.83 -0.20 2.00
H -3.70 -6.14 -2.27
H -0.05 0.87 7.51
H -0.96 5.37 1.79
H 2.56 5.16 -0.42
H -0.69 -2.34 0.77
H -5.01 -3.56 -2.07
H -3.49 -1.71 -5.62
H 4.77 -1.00 2.00
H -1.55 -4.89 -5.61
H 3.07 1.76 3.31
H 0.12 0.64 -2.31
H -5.23 -1.79 -3.83
H 5.17 1.08 6.03
H -0.25 3.16 6.06
H 6.78 0.40 1.12
H 2.39 -1.80 0.87
H -1.00 -1.97 -6.24
H -4.37 2.93 -2.29
H 0.73 4.27 -1.94
H -2.70 5.74 1.48
H -3.45 -4.82 -0.50
H 0.38 -1.67 -0.61
H -1.76 -5.07 -0.94
H -2.85 0.90 1.05
H 7.17 2.48 5.10
H 1.39 -3.30 1.31
H 1.69 0.51 -1.31
H 8.01 2.13 2.66
H 1.77 -0.86 6.83
H 0.75 0.35 1.30
H -2.86 3.60 0.44
H 1.32 3.49 4.06
H -2.37 -3.72 -6.65
H -1.69 4.14 -0.93
H -2.93 -1.08 -4.08
H -4.23 -5.37 -3.74
H -2.35 -3.47 -0.45
H 0.06 -2.94 -5.22
H -2.57 -5.96 -3.58

* DFT total energy: -87000.3184 eV
* multiplicity: 2
* expectation value of S²: 0.75
* charge: +1



Entry from the OMol25 dataset: a 7-piece molecular cluster, C27H43BFO19 overall (wB97M-V/def2-TZVPD).

CARTESIAN COORDINATES (ANGSTROEM)
F -5.12 1.11 1.59
O -2.09 -0.05 -6.73
O 1.87 3.13 -1.84
O -1.24 -0.83 0.96
O 1.19 1.56 -0.39
O -4.43 -5.66 -3.52
O -5.34 -4.41 -1.90
O 7.72 5.06 1.25
O -0.69 -1.47 3.04
O 0.03 -2.68 1.25
O -0.31 2.53 -1.78
O 6.80 -2.71 2.59
O 6.01 5.21 -0.23
O 7.12 3.25 0.05
O -6.47 -6.21 -2.70
O -0.68 0.60 -5.08
O 5.87 -4.68 3.21
O -5.30 0.36 -0.56
O -2.86 0.31 -4.62
O 4.61 -3.14 2.17
C 4.29 3.02 -1.57
C -1.89 0.26 -5.59
C -2.01 -0.05 1.87
C -8.13 2.93 -0.16
C -2.01 0.05 4.39
C 9.74 4.28 2.34
C -1.21 -0.15 3.12
C 5.85 -3.44 2.65
C -7.49 0.42 0.53
C 8.35 2.95 0.70
C 4.51 -5.10 3.31
C 8.36 3.93 1.83
C 2.39 -4.11 2.35
C -5.51 -5.50 -2.71
C -5.91 0.65 0.51
C 2.93 2.92 -0.91
C -0.57 -1.75 1.70
C 3.87 -4.36 2.18
C 0.81 2.42 -1.37
C -0.92 1.14 -3.78
C -3.97 -4.04 -2.00
C -2.17 0.42 -3.38
C -3.79 -2.55 -1.77
C -3.00 1.16 -2.35
C 6.86 4.57 0.31
C -3.64 -4.48 -3.40
C 2.61 1.55 -0.38
B -8.38 1.74 0.96
H -3.41 -4.60 -1.25
H -1.04 2.22 -3.87
H 9.16 3.11 -0.02
H -2.73 -2.29 -1.76
H -1.42 -0.24 5.27
H -2.58 -4.71 -3.52
H -2.12 0.97 1.51
H -2.90 -0.59 4.39
H 4.06 -4.86 1.22
H 2.84 3.68 -0.12
H 4.38 3.97 -2.11
H -3.17 2.20 -2.65
H -4.28 -1.96 -2.55
H -3.99 0.70 -2.26
H 8.38 1.91 1.03
H -2.51 1.16 -1.38
H 4.13 -4.80 4.30
H 1.82 -5.04 2.26
H -8.23 2.09 2.09
H -7.79 2.43 -1.15
H -9.54 1.42 0.86
H -3.01 -0.51 1.95
H 3.00 1.38 0.62
H 4.43 -6.18 3.21
H 10.19 3.44 2.87
H -0.08 0.93 -3.11
H 2.95 0.74 -1.04
H -1.96 -0.59 -3.02
H -9.09 3.52 -0.36
H 4.42 2.23 -2.31
H 7.73 3.58 2.67
H 2.18 -3.67 3.33
H 10.40 4.56 1.52
H 2.03 -3.40 1.61
H -3.95 -3.77 -4.17
H -7.81 0.13 -0.53
H -4.24 -2.25 -0.82
H -2.33 1.09 4.50
H 9.69 5.14 3.02
H -7.33 3.67 0.17
H -0.36 0.55 3.11
H -7.72 -0.47 1.21
H 5.09 2.96 -0.84

* DFT total energy: -70995.1778 eV
* multiplicity: 1
* charge: -1



Entry from the OMol25 dataset: C2H9NS2 as an isolated structure (wB97M-V/def2-TZVPD).

CARTESIAN COORDINATES (ANGSTROEM)
S 1.11 3.61 -0.41
S -0.12 0.95 1.07
N -0.32 -2.65 -0.77
C -0.04 -1.68 0.29
C -0.48 -0.28 -0.19
H -1.31 -2.61 -1.01
H 0.74 4.74 0.23
H 1.35 3.25 0.93
H -0.13 -3.60 -0.48
H 0.21 2.16 0.19
H -1.55 -0.34 -0.46
H 0.10 -0.04 -1.10
H 1.03 -1.65 0.48
H -0.59 -1.86 1.23

* energy above the lowest of the compared OMol25 structures with the same formula, charge and spin: 1.620 eV
* DFT total energy: -25379.0940 eV
* multiplicity: 1
* charge: 0